Molecular formula: C39H101CuN7O13
Method: DFT, ωB97M-V/def2-TZVPD

Geometry (Å):
N1 -13.435 17.586 -5.585
H1 -12.663 16.935 -5.567
H2 -13.257 18.386 -6.174
H3 -13.567 18.027 -4.686
H4 -14.191 17.011 -5.931
Cu1 -8.816 17.234 -8.126
C1 -9.358 12.228 -4.409
C2 -9.802 12.735 -5.750
C3 -10.881 11.809 -6.475
O1 -10.241 14.038 -5.733
H5 -10.161 11.778 -3.826
H6 -8.804 12.823 -3.683
H7 -8.775 11.356 -4.703
H8 -8.866 12.743 -6.310
H9 -10.619 10.754 -6.395
H10 -11.089 11.801 -7.545
H11 -11.830 12.059 -5.999
C4 -15.744 8.668 -1.295
O2 -16.329 9.904 -1.630
C5 -15.637 11.034 -1.117
C6 -16.689 12.269 -1.091
N2 -17.035 12.374 -2.571
C7 -18.085 13.262 -2.952
C8 -17.685 14.723 -2.959
O3 -17.519 15.437 -1.706
C9 -18.610 15.332 -0.791
H12 -14.825 8.597 -1.876
H13 -16.439 7.838 -1.423
H14 -15.523 8.677 -0.227
H15 -14.778 11.306 -1.731
H16 -15.363 10.872 -0.075
H17 -16.212 13.199 -0.782
H18 -17.528 11.984 -0.457
H19 -17.025 11.470 -3.021
H20 -18.997 13.134 -2.368
H21 -18.352 12.976 -3.969
H22 -18.255 15.282 -3.700
H23 -16.748 14.926 -3.477
H24 -19.584 15.472 -1.260
H25 -18.423 16.111 -0.052
H26 -18.584 14.343 -0.333
C10 3.917 11.165 -8.480
O4 3.401 9.981 -9.237
C11 2.191 10.345 -10.074
C12 0.908 9.997 -9.265
N3 0.472 10.933 -8.161
C13 -0.940 10.538 -7.808
C14 -1.450 11.507 -6.740
O5 -1.792 12.702 -7.287
C15 -2.451 13.571 -6.369
H27 4.647 10.791 -7.763
H28 3.138 11.776 -8.024
H29 4.354 11.825 -9.230
H30 2.128 9.761 -10.993
H31 2.231 11.385 -10.398
H32 1.304 9.103 -8.782
H33 0.056 9.879 -9.935
H34 0.452 11.875 -8.525
H35 -0.986 9.492 -7.506
H36 -1.595 10.615 -8.676
H37 -0.712 11.586 -5.942
H38 -2.355 11.038 -6.353
H39 -3.322 13.204 -5.827
H40 -2.654 14.537 -6.832
H41 -1.729 13.848 -5.600
C16 -10.927 8.347 -13.817
O6 -10.697 8.748 -15.113
C17 -11.798 8.393 -15.960
C18 -11.659 9.608 -16.945
N4 -10.729 9.237 -17.986
C19 -11.051 9.000 -19.377
C20 -9.653 8.920 -20.163
O7 -9.089 7.603 -20.243
C21 -7.750 7.641 -20.699
H42 -11.307 9.230 -13.303
H43 -9.999 8.214 -13.260
H44 -11.595 7.493 -13.707
H45 -12.771 8.594 -15.511
H46 -11.725 7.481 -16.552
H47 -11.449 10.514 -16.377
H48 -12.686 9.817 -17.245
H49 -9.808 8.932 -17.708
H50 -11.579 9.928 -19.600
H51 -11.595 8.066 -19.516
H52 -8.910 9.560 -19.686
H53 -9.729 9.183 -21.218
H54 -7.491 6.585 -20.617
H55 -6.974 8.124 -20.105
H56 -7.629 7.947 -21.738
C22 -3.330 12.507 2.638
O8 -3.209 13.887 2.318
C23 -3.043 14.211 0.947
C24 -3.022 15.640 0.693
N5 -4.334 16.170 0.556
C25 -4.867 16.967 1.751
C26 -6.223 17.638 1.663
O9 -6.026 18.894 1.107
C27 -5.936 18.967 -0.341
H57 -3.481 12.540 3.717
H58 -2.430 11.931 2.421
H59 -4.213 12.056 2.187
H60 -3.765 13.828 0.225
H61 -2.091 13.788 0.627
H62 -2.605 15.691 -0.313
H63 -2.388 16.225 1.359
H64 -5.034 15.617 0.084
H65 -4.014 17.632 1.887
H66 -4.824 16.311 2.621
H67 -6.643 17.697 2.667
H68 -6.942 17.016 1.130
H69 -5.729 19.971 -0.711
H70 -6.776 18.656 -0.963
H71 -5.008 18.475 -0.633
C28 -5.984 23.424 -6.145
O10 -5.525 22.382 -7.039
C29 -6.549 21.813 -7.730
C30 -5.985 20.786 -8.750
N6 -7.097 20.117 -9.389
C31 -6.687 19.391 -10.585
C32 -6.114 17.976 -10.438
O11 -7.094 17.058 -10.101
C33 -6.685 15.605 -10.035
H72 -6.634 24.248 -6.440
H73 -5.123 23.846 -5.626
H74 -6.576 23.070 -5.301
H75 -7.025 22.642 -8.254
H76 -7.256 21.303 -7.076
H77 -5.265 20.080 -8.337
H78 -5.372 21.349 -9.454
H79 -7.828 20.780 -9.606
H80 -6.139 20.082 -11.224
H81 -7.572 19.438 -11.219
H82 -5.313 17.893 -9.704
H83 -5.648 17.555 -11.329
H84 -5.773 15.328 -9.506
H85 -6.523 15.257 -11.055
H86 -7.441 14.968 -9.575
C34 -15.790 18.855 -16.894
O12 -14.856 18.161 -16.086
C35 -14.550 16.884 -16.524
C36 -13.501 16.303 -15.630
N7 -13.791 16.498 -14.198
C37 -12.583 15.862 -13.543
C38 -13.129 15.015 -12.355
O13 -13.860 13.980 -12.959
C39 -14.856 13.430 -12.146
H87 -15.990 19.777 -16.348
H88 -16.697 18.252 -16.864
H89 -15.463 19.300 -17.833
H90 -14.144 16.834 -17.534
H91 -15.458 16.281 -16.513
H92 -12.593 16.860 -15.860
H93 -13.353 15.250 -15.872
H94 -14.590 16.051 -13.773
H95 -11.821 16.603 -13.299
H96 -12.210 15.077 -14.201
H97 -13.745 15.642 -11.711
H98 -12.295 14.675 -11.740
H99 -14.559 13.429 -11.097
H100 -15.296 12.461 -12.380
H101 -15.696 14.120 -12.227

Calculated values
Calculated total energy = -123741.425 eV
HOMO-LUMO gap = 3.70 eV
2S+1 = 1
Net charge = +1
LUMO = -4.827 eV
HOMO energy = -8.53 eV